[1]
Here is 4 unconnected molecules or ions with the total composition C49H104ClN11O7P3 in a non-equilibrium geometry from OMol25. Energies are from the ωB97M-V functional and the def2-TZVPD basis.

Output
E_HOMO: -0.32710 hartree
Frontier orbital gap: 6.19 eV
Net charge: +1

Last column: Löwdin charge in e.
Element x y z (Å)
C: 8.1497 0.2173 3.5753  0.012
C: 7.4514 -0.2672 2.4351  -0.060
C: 8.0221 0.0104 0.9499  -0.359
O: 9.2067 -0.3279 0.7166  0.072
O: 7.1295 0.5900 0.0068  -0.098
C: 7.4930 1.9595 -0.3278  -0.168
C: 7.2720 3.0051 0.8918  -0.150
C: 5.7525 3.5695 0.9622  -0.190
C: 5.0672 3.1491 2.3653  -0.203
C: 3.4984 3.6059 2.4498  -0.184
C: 2.6451 2.2541 2.3555  -0.182
C: 1.0317 2.4880 2.4578  -0.280
C: 0.5787 3.5282 1.3419  -0.089
C: -0.8528 3.2106 0.6152  -0.197
C: -0.5993 3.1981 -0.9486  -0.187
N: -1.4507 2.3396 -1.8128  -0.129
C: -0.7166 2.0455 -3.1115  -0.111
N: -1.6448 2.1320 1.2585  -0.017
C: -3.0663 1.9583 0.8126  -0.174
C: -3.8182 3.1883 0.1599  -0.609
C: -4.5714 4.0725 1.3005  -0.112
Cl: -5.1876 2.4772 -0.8802  0.641
C: -0.9084 0.8104 1.4955  -0.287
C: -0.4262 0.0399 0.1953  -0.060
C: 1.0332 0.3797 -0.3657  -0.186
O: 2.0368 -0.6286 0.0055  -0.181
C: 3.2736 -0.2707 -0.6796  -0.260
C: 4.3398 -1.4830 -0.7179  -0.072
C: -1.8258 -0.1966 2.4134  -0.046
C: -2.7490 -1.2306 1.6441  -0.296
O: -3.8897 -1.0534 1.1455  0.042
C: -2.2003 -2.7537 1.5475  -0.109
C: -1.7682 -3.4188 0.2109  -0.030
C: -1.2489 -4.8774 0.2889  -0.047
C: -1.1914 -5.6274 1.6578  -0.052
C: -1.6096 -4.9709 3.0156  -0.040
C: -2.1236 -3.5016 2.9230  -0.023
C: 0.3611 1.0470 2.4990  -0.080
H: 8.1648 -0.3464 4.5746  0.079
H: 8.6940 1.2255 3.5310  0.077
H: 6.4840 -0.8759 2.5520  0.110
H: 8.5687 1.9770 -0.7325  0.136
H: 6.8129 2.2765 -1.2005  0.131
H: 7.6432 2.5689 1.8784  0.093
H: 7.9541 3.9063 0.6452  0.123
H: 5.7676 4.7257 0.9626  0.118
H: 5.1971 3.1445 0.0477  0.108
H: 5.6462 3.5076 3.2822  0.117
H: 5.1092 1.9911 2.3912  0.102
H: 3.2710 4.3256 1.5937  0.102
H: 3.4040 4.1161 3.4834  0.124
H: 2.9033 1.6434 3.3065  0.136
H: 2.9373 1.5930 1.4728  0.092
H: 0.8880 2.9975 3.4879  0.146
H: 1.4398 3.5992 0.5714  0.114
H: 0.5751 4.5728 1.8411  0.139
H: -1.4192 4.1989 0.8406  0.161
H: 0.4922 2.9444 -1.2371  0.113
H: -0.7341 4.2866 -1.3338  0.151
H: -2.3148 2.7949 -2.1320  0.080
H: -1.5060 2.1239 -3.9551  0.103
H: -0.3153 0.9805 -3.1628  0.076
H: 0.0641 2.8532 -3.3610  0.097
H: -1.7537 2.4654 2.2493  0.196
H: -3.7709 1.5631 1.6412  0.151
H: -3.0513 1.1087 0.0282  0.114
H: -3.2344 3.8666 -0.5366  0.090
H: -5.5829 3.5413 1.4696  0.083
H: -4.8329 5.1220 0.9265  0.099
H: -4.0087 4.0659 2.2990  0.084
H: -0.3255 -1.0806 0.4843  0.133
H: -1.2513 0.0394 -0.6157  0.128
H: 1.4674 1.3845 -0.0581  0.100
H: 0.9834 0.3514 -1.5098  0.112
H: 3.0924 0.0435 -1.7804  0.130
H: 3.8193 0.6174 -0.1962  0.105
H: 3.8115 -2.4009 -1.1417  0.085
H: 4.8691 -1.6553 0.2772  0.071
H: 5.1651 -1.1675 -1.4655  0.089
H: -2.5067 0.4731 3.0694  0.143
H: -1.1706 -0.8158 3.1360  0.136
H: -1.8436 -2.7918 -0.7338  0.098
H: -0.9158 -5.3574 -0.6933  0.098
H: -0.8202 -6.7062 1.6511  0.092
H: -1.5363 -5.5362 3.9975  0.094
H: -2.4500 -3.0067 3.8963  0.099
H: 1.1822 0.2481 2.3334  0.142
H: 0.0321 0.8758 3.5976  0.132
O: -5.2693 -4.5534 -4.7093  -0.309
P: -5.8026 -3.7223 -3.5293  0.754
N: -6.4764 -5.1197 -2.7659  -0.315
C: -7.7217 -5.2424 -2.0284  -0.132
C: -5.4907 -6.0783 -2.2606  -0.143
N: -7.0261 -2.9656 -4.4926  -0.340
C: -8.4544 -3.0307 -4.2363  -0.149
C: -6.8221 -2.9350 -5.9429  -0.146
N: -6.3351 -2.7096 -2.1706  -0.262
C: -6.1640 -1.2612 -2.4454  -0.141
C: -5.5525 -2.9313 -0.9310  -0.138
H: -7.7161 -4.7231 -1.0638  0.070
H: -7.9492 -6.2925 -1.8180  0.083
H: -8.5834 -4.9010 -2.5930  0.050
H: -4.9883 -5.7140 -1.3577  0.057
H: -4.7163 -6.2756 -3.0058  0.069
H: -5.9410 -7.0472 -2.0266  0.080
H: -8.8756 -3.9971 -4.5355  0.085
H: -8.9839 -2.2525 -4.7982  0.078
H: -8.6978 -2.8274 -3.1921  0.070
H: -7.0549 -3.9017 -6.4007  0.084
H: -5.7924 -2.6663 -6.1877  0.069
H: -7.4523 -2.1754 -6.4166  0.077
H: -5.1177 -1.0260 -2.6700  0.079
H: -6.4811 -0.6637 -1.5848  0.072
H: -6.7719 -0.9106 -3.2791  0.072
H: -4.4774 -2.8527 -1.1197  0.066
H: -5.7495 -3.9051 -0.4841  0.064
H: -5.8233 -2.2072 -0.1580  0.073
O: 15.1939 -3.7331 0.0829  -0.311
P: 13.6732 -3.5060 0.1318  0.758
N: 13.4043 -5.0387 0.8875  -0.317
C: 12.3165 -5.9776 0.6788  -0.136
C: 13.9099 -5.1443 2.2580  -0.145
N: 13.4961 -3.6882 -1.5811  -0.340
C: 12.6634 -4.6809 -2.2366  -0.152
C: 14.6823 -3.4656 -2.4108  -0.147
N: 11.9346 -3.1503 0.2100  -0.262
C: 11.5734 -1.9285 -0.5583  -0.135
C: 11.4538 -2.8664 1.5819  -0.134
H: 11.3508 -5.6256 1.0585  0.069
H: 12.5215 -6.9303 1.1781  0.081
H: 12.1910 -6.2554 -0.3629  0.048
H: 13.2931 -4.5827 2.9681  0.059
H: 14.9276 -4.7540 2.3328  0.070
H: 13.9565 -6.1819 2.6009  0.078
H: 13.1287 -5.6733 -2.2215  0.083
H: 12.4950 -4.4122 -3.2860  0.077
H: 11.6630 -4.7337 -1.8039  0.069
H: 15.3565 -4.3277 -2.3856  0.082
H: 15.2287 -2.5792 -2.0824  0.071
H: 14.4079 -3.2806 -3.4544  0.076
H: 12.1275 -1.0566 -0.1947  0.087
H: 10.5039 -1.7216 -0.4780  0.055
H: 11.7683 -2.0268 -1.6260  0.072
H: 12.0617 -2.0963 2.0667  0.090
H: 11.4590 -3.7532 2.2148  0.057
H: 10.4124 -2.5321 1.5718  0.071
O: -8.1422 5.7831 1.1235  -0.329
P: -9.5672 5.5042 0.6114  0.762
N: -9.9585 4.5732 2.0153  -0.320
C: -10.7628 3.3673 2.1125  -0.133
C: -10.0470 5.3441 3.2582  -0.143
N: -9.0108 4.4349 -0.6315  -0.331
C: -9.3946 3.0412 -0.7730  -0.143
C: -7.6212 4.5743 -1.0668  -0.183
N: -11.2132 5.2734 -0.0142  -0.266
C: -11.3549 5.7477 -1.4175  -0.132
C: -12.2390 6.0413 0.7301  -0.132
H: -11.8299 3.5329 1.9299  0.073
H: -10.6806 2.9223 3.1096  0.082
H: -10.4234 2.5774 1.4500  0.049
H: -10.9542 5.9560 3.2984  0.063
H: -9.1949 6.0199 3.3633  0.068
H: -10.0361 4.7013 4.1430  0.079
H: -8.8748 2.4026 -0.0490  0.080
H: -9.1472 2.6718 -1.7752  0.080
H: -10.4726 2.8974 -0.6872  0.074
H: -6.9322 4.1136 -0.3544  -0.009
H: -7.3536 5.6264 -1.1896  0.076
H: -7.4591 4.1080 -2.0442  0.070
H: -11.0919 6.8071 -1.5041  0.086
H: -12.3814 5.6112 -1.7705  0.085
H: -10.7323 5.1904 -2.1167  0.071
H: -11.9661 7.0977 0.8113  0.089
H: -12.3999 5.6527 1.7348  0.059
H: -13.2144 5.9706 0.2404  0.088

Cartesian forces (eV/Å) of the 3 atoms listed first:
C -1.2304 -0.6170 -1.9744
C 1.1553 0.9475 1.2454
C 2.0110 -0.4343 0.9341

[2]
Here is 4 unconnected molecules or ions with the total composition C2H12NO4 in a non-equilibrium geometry from OMol25. Energies are from the ωB97M-V functional and the def2-TZVPD basis.

Output
Energy above the lowest of the compared OMol25 structures with the same formula, charge and spin: 3.2 kcal per mole
E_HOMO: -0.54014 hartree
Frontier orbital gap: 11.66 eV
Net charge: +1

Last column: natural (NBO) charge in e.
Element x y z (Å)
O: 2.1705 1.1213 0.9686  -0.500
C: 1.1976 0.7173 1.5415  0.432
C: 0.0452 0.0779 0.7710  -0.352
N: 0.1865 0.4390 -0.6709  -0.691
H: 1.1195 0.6674 2.6373  0.161
H: 0.0021 -1.0076 0.8586  0.268
H: -0.8469 0.5308 1.2116  0.258
H: 0.1790 -0.4249 -1.2405  0.468
H: -0.5075 1.1104 -0.9884  0.474
H: 1.1272 0.8532 -0.7589  0.444
H: 0.1490 3.4093 0.1758  0.487
H: -1.0716 3.7312 -0.4989  0.497
O: -0.6804 2.9434 -0.0964  -0.973
H: -1.7727 -1.6960 -2.6053  0.502
H: -1.0298 -2.0580 -1.3782  0.498
O: -1.2727 -1.2776 -1.9054  -0.988
H: -1.7592 -3.5106 0.2082  0.491
H: -0.3857 -4.2312 0.3590  0.506
O: -0.8201 -3.4096 0.0820  -0.983

Cartesian forces (eV/Å) of the 3 atoms listed first:
O -0.1082 0.4832 -0.0765
C 0.3053 -1.3194 -0.1323
C -0.3210 1.0135 0.2235

[3]
Here is a molecular structure, C15H32BrIO3PS2 in a non-equilibrium geometry from OMol25. Energies are from the ωB97M-V functional and the def2-TZVPD basis.

Output
E_HOMO: -0.39817 hartree
Frontier orbital gap: 5.07 eV
Net charge: +1

Last column: natural (NBO) charge in e.
Element x y z (Å)
C: -8.5062 -3.9289 0.2424  -0.608
C: -7.2066 -3.4035 0.8454  -0.457
C: -6.0124 -4.0028 0.1508  -0.382
Br: -5.8070 -3.3778 -1.6416  0.146
S: -4.3613 -3.6517 0.9153  0.258
I: -4.1343 -5.3016 2.6189  0.247
P: -4.4027 -1.6961 2.0161  0.682
S: -3.0210 -0.5902 1.3415  -0.303
H: -9.2974 -3.8733 0.9780  0.241
H: -8.4117 -4.9694 -0.0486  0.216
H: -8.8011 -3.3576 -0.6266  0.234
H: -7.1629 -3.6652 1.9015  0.225
H: -7.1787 -2.3231 0.7717  0.221
H: -6.0661 -5.0839 0.1619  0.255
H: -4.3036 -2.1552 3.3308  0.014
H: -5.7127 -1.2505 1.8587  0.011
C: -1.7153 2.2080 -2.5622  -0.433
C: -2.8935 1.4010 -2.0196  -0.430
C: -3.6068 2.4417 -1.1649  -0.064
O: -3.3783 3.6979 -1.7890  -0.534
C: -2.3594 3.5720 -2.7869  -0.068
H: -1.2770 1.7926 -3.4672  0.222
H: -0.9290 2.2750 -1.8092  0.213
H: -3.5396 1.0751 -2.8382  0.199
H: -2.5948 0.5222 -1.4502  0.207
H: -3.1942 2.4694 -0.1480  0.157
H: -4.6835 2.2734 -1.0936  0.175
H: -2.8217 3.6370 -3.7771  0.167
H: -1.6607 4.4007 -2.6781  0.189
C: 2.7836 2.6814 0.5570  -0.429
C: 3.7371 1.9076 -0.3550  -0.442
C: 2.8862 0.7053 -0.7363  -0.064
O: 1.5274 1.1624 -0.7458  -0.552
C: 1.4465 2.4520 -0.1364  -0.068
H: 3.0294 3.7371 0.6544  0.220
H: 2.7760 2.2392 1.5551  0.201
H: 3.9714 2.5021 -1.2411  0.198
H: 4.6683 1.6199 0.1258  0.248
H: 2.9883 -0.0973 0.0014  0.165
H: 3.1256 0.3023 -1.7204  0.183
H: 1.2705 3.2031 -0.9153  0.164
H: 0.5961 2.4607 0.5483  0.175
C: 8.1632 -1.1120 1.7167  -0.430
C: 8.6651 -0.0151 0.7760  -0.430
C: 7.3792 0.3908 0.0668  -0.068
O: 6.3230 0.1907 1.0117  -0.551
C: 6.8040 -0.5603 2.1293  -0.065
H: 8.8169 -1.2925 2.5677  0.221
H: 8.0436 -2.0506 1.1727  0.203
H: 9.0623 0.8228 1.3512  0.205
H: 9.4359 -0.3491 0.0845  0.221
H: 7.1944 -0.2363 -0.8118  0.166
H: 7.3748 1.4348 -0.2477  0.186
H: 6.8920 0.1051 2.9943  0.166
H: 6.0782 -1.3390 2.3651  0.182

Cartesian forces (eV/Å) of the 3 atoms listed first:
C 0.0688 -0.0284 0.0999
C -0.1600 -0.0686 0.1083
C 0.0071 0.1761 0.2466

[4]
Here is 2 unconnected molecules or ions with the total composition C4H12N2O in a non-equilibrium geometry from OMol25. Energies are from the ωB97M-V functional and the def2-TZVPD basis.

Output
Energy above the lowest of the compared OMol25 structures with the same formula, charge and spin: 46.5 kcal per mole
E_HOMO (alpha / beta): 0.03154 / -0.14427 hartree
Frontier orbital gap (alpha / beta): 3.17 / 7.80 eV
Net charge: -1
⟨S²⟩: 0.75
Spin multiplicity: 2

Last column: natural (NBO) charge in e.
Element x y z (Å)
C: 1.3233 -2.0744 1.9852  -0.633
C: 1.0704 -1.3603 0.6925  -0.422
C: 1.0052 0.1237 0.7063  -0.267
N: 0.3718 0.6274 -0.5087  -0.680
C: -1.0497 0.4022 -0.6110  -0.027
N: -1.8707 1.2408 0.0298  -0.964
H: 1.7920 -3.0406 1.8368  0.204
H: 1.8715 -1.3431 2.6427  0.193
H: 0.3673 -1.9907 2.6080  0.199
H: 0.1829 -1.8746 0.1840  0.202
H: 1.9550 -1.6548 -0.0340  0.165
H: 0.7574 0.6206 1.6995  0.157
H: 1.9803 0.3943 0.4015  0.178
H: 0.4568 1.6314 -0.5789  0.330
H: -1.3497 -0.5524 -1.1373  0.111
H: -2.8679 0.8791 0.0621  0.303
H: -1.2758 2.7332 -3.7066  0.466
H: -2.5112 2.7153 -2.6609  0.477
O: -2.2089 2.5229 -3.6108  -0.992

Cartesian forces (eV/Å) of the 3 atoms listed first:
C -1.1527 2.6320 2.2022
C 0.4915 -2.9669 -2.7836
C 0.0858 1.2056 -0.2056

[5]
Here is a single C12H21N3O2 molecule from OMol25. Energies are from the ωB97M-V functional and the def2-TZVPD basis.

Output
Energy above the lowest of the compared OMol25 structures with the same formula, charge and spin: 10.3 kcal per mole
E_HOMO: -0.32287 hartree
Frontier orbital gap: 9.61 eV
SMILES string: CC(=O)NC1CCN(C(=O)N2CCCC2)CC1

Last column: natural (NBO) charge in e.
Element x y z (Å)
C: -5.4898 0.8190 0.8266  -0.711
C: -4.2239 0.0867 0.4214  0.681
O: -4.1688 -1.1173 0.2876  -0.634
N: -3.1689 0.9134 0.2360  -0.618
C: -1.8471 0.4836 -0.1922  -0.048
C: -1.8803 -0.2030 -1.5598  -0.437
C: -0.4363 -0.3957 -2.0412  -0.220
N: 0.4997 -0.6027 -0.9423  -0.482
C: 1.3397 0.4703 -0.6539  0.802
O: 1.2089 1.5748 -1.1541  -0.669
N: 2.3536 0.1965 0.2175  -0.457
C: 2.9915 -1.1004 0.3571  -0.215
C: 4.4828 -0.7942 0.2224  -0.408
C: 4.5912 0.5594 0.9193  -0.413
C: 3.3085 1.2674 0.4887  -0.213
C: -0.1205 -1.3242 0.1531  -0.213
C: -1.2104 -0.4732 0.8298  -0.435
H: -5.3229 1.3808 1.7430  0.223
H: -5.7892 1.5091 0.0408  0.224
H: -6.2838 0.0961 0.9881  0.239
H: -3.3161 1.9023 0.3498  0.397
H: -1.2350 1.3871 -0.2794  0.222
H: -2.4301 0.4097 -2.2748  0.217
H: -2.3990 -1.1562 -1.4594  0.226
H: -0.3721 -1.2646 -2.7055  0.192
H: -0.1002 0.4894 -2.5840  0.237
H: 2.6253 -1.7913 -0.4033  0.223
H: 2.7892 -1.5178 1.3524  0.180
H: 5.1074 -1.5605 0.6767  0.216
H: 4.7492 -0.6974 -0.8307  0.204
H: 5.4802 1.1153 0.6300  0.219
H: 4.6031 0.4205 2.0011  0.200
H: 2.9123 1.9303 1.2624  0.200
H: 3.4516 1.8600 -0.4209  0.214
H: -0.5584 -2.2307 -0.2712  0.203
H: 0.6248 -1.6179 0.8889  0.212
H: -0.7835 0.1051 1.6513  0.204
H: -1.9827 -1.1296 1.2288  0.239

Cartesian forces (eV/Å) of the 3 atoms listed first:
C -0.0345 -0.2574 -0.0213
C -0.3344 0.5397 0.1896
O 0.0173 -0.4546 -0.0816